Molecular formula: C20H23NO2
Method: DFT, the ωB97M-V functional and the def2-TZVPD basis

Each line ends with the Mulliken charge.
CARTESIAN COORDINATES (ANGSTROEM)
O  -3.154  -2.468  1.201  -0.685
C  -2.338  -1.808  0.586  0.305
N  -2.544  -0.518  0.236  -0.047
C  -3.754  0.207  0.561  -0.347
C  -3.437  1.442  1.412  -0.921
C  -2.709  2.516  0.608  -0.479
C  -3.521  2.907  -0.623  -0.680
C  -3.788  1.686  -1.498  -0.586
C  -4.520  0.606  -0.705  -0.947
C  -1.021  -2.362  0.146  0.381
C  -0.966  -3.690  -0.253  -0.792
C  0.239  -4.235  -0.663  -0.541
C  1.387  -3.470  -0.657  -0.531
C  1.347  -2.140  -0.231  0.333
O  2.537  -1.484  -0.244  -0.325
C  2.589  -0.146  0.204  -0.433
C  4.019  0.325  0.169  0.373
C  5.044  -0.532  0.546  -0.447
C  6.357  -0.099  0.530  -0.504
C  6.658  1.197  0.147  -0.442
C  5.639  2.057  -0.226  -0.564
C  4.326  1.622  -0.219  -0.502
C  0.136  -1.587  0.163  -0.343
H  -1.867  -0.051  -0.343  0.292
H  -4.357  -0.496  1.146  0.458
H  -4.377  1.851  1.787  0.387
H  -2.835  1.141  2.272  0.372
H  -2.544  3.392  1.238  0.344
H  -1.727  2.149  0.296  0.190
H  -2.987  3.667  -1.197  0.342
H  -4.473  3.336  -0.303  0.322
H  -4.392  1.973  -2.361  0.329
H  -2.843  1.294  -1.881  0.303
H  -4.672  -0.279  -1.326  0.365
H  -5.501  0.981  -0.408  0.403
H  -1.871  -4.277  -0.237  0.474
H  0.285  -5.265  -0.984  0.383
H  2.336  -3.878  -0.967  0.437
H  1.966  0.497  -0.435  0.431
H  2.210  -0.078  1.237  0.373
H  4.803  -1.542  0.841  0.384
H  7.148  -0.774  0.821  0.375
H  7.683  1.536  0.138  0.373
H  5.868  3.069  -0.528  0.386
H  3.534  2.296  -0.517  0.337
H  0.087  -0.569  0.521  0.665

Structure (SMILES)   O=C(NC1CCCCC1)c1cccc(OCc2ccccc2)c1
Kohn-Sham gap   0.339 hartree